(1)
68
Properties=species:S:1:pos:R:3 method="wB97M-V/def2-TZVPD" e_homo_ev="-4.89 / -5.73" s_squared=8.767 de_lowest_kj_mol=0.0 energy_ev=-191133.7390 total_charge=-1 spin_multiplicity=6 orbital_gap_ev="7.35 / 6.69"
Ir 1.386 0.529 -1.077
O 0.485 2.597 -6.036
C 0.567 3.874 -5.423
C 0.285 3.898 -3.916
C -0.005 5.380 -3.565
O 0.071 5.710 -2.208
C 1.493 3.462 -3.089
Se 2.030 1.583 -3.261
C -0.993 3.115 -3.601
Se -0.880 1.189 -3.587
H 1.126 2.014 -5.604
H -0.181 4.487 -5.932
H 1.549 4.329 -5.606
H -0.990 5.633 -3.988
H 0.733 6.007 -4.078
H -0.378 5.043 -1.646
H 1.330 3.621 -2.028
H 2.363 4.046 -3.396
H -1.766 3.363 -4.331
H -1.358 3.356 -2.599
O 2.663 0.408 1.102
C 1.671 -0.219 1.480
N 1.296 -0.455 2.782
C -0.016 -1.105 2.769
C -0.303 -1.199 1.234
O -1.301 -1.691 0.755
N 0.794 -0.735 0.579
C 0.053 -2.538 3.296
C 1.246 -3.110 3.715
C 1.272 -4.422 4.178
C 0.108 -5.171 4.219
C -1.087 -4.602 3.794
C -1.116 -3.296 3.339
C -1.041 -0.306 3.557
C -2.160 0.273 2.979
C -3.045 0.999 3.765
C -2.821 1.154 5.124
C -1.700 0.576 5.707
C -0.821 -0.154 4.926
H 1.456 0.302 3.430
H 2.154 -2.525 3.673
H 2.209 -4.854 4.505
H 0.129 -6.193 4.578
H -2.002 -5.181 3.819
H -2.044 -2.852 3.002
H -2.326 0.186 1.916
H -3.905 1.464 3.300
H -3.513 1.729 5.727
H -1.515 0.691 6.768
H 0.042 -0.628 5.383
O -1.092 3.742 -0.566
S -0.446 2.527 -0.057
O -0.846 2.176 1.288
O -0.777 1.349 -0.996
O 1.046 2.641 -0.186
C 0.052 -3.666 -2.916
C 1.268 -4.268 -2.194
C 1.733 -3.100 -1.341
O 1.573 -1.974 -2.203
C 0.304 -2.146 -2.848
H -0.870 -3.913 -2.390
H -0.038 -4.023 -3.941
H 2.048 -4.539 -2.907
H 1.017 -5.148 -1.602
H 2.779 -3.138 -1.038
H 1.104 -2.983 -0.454
H 0.372 -1.668 -3.825
H -0.472 -1.650 -2.255

***

(2)
11
Properties=species:S:1:pos:R:3 method="wB97M-V/def2-TZVPD" e_homo_ev=-14.31 de_lowest_kj_mol=227.5 energy_ev=-13807.6776 total_charge=+1 orbital_gap_ev=7.77
C 1.218 -1.200 1.436
C -0.154 0.844 -0.542
C 0.319 -0.569 -0.991
C -0.330 0.330 0.860
N 0.626 -0.801 0.468
I -2.291 -0.427 1.348
H 0.719 1.493 -0.398
H -0.976 1.383 -1.081
H -0.336 -1.377 -1.283
H 1.209 -0.608 -1.650
H -0.004 0.931 1.832